one:
C4H10O | ωB97M-V with the def2-TZVPD basis set

Atoms and positions in Å:
C1 -1.54 -0.19 -1.25
C2 -0.66 0.87 -1.98
H1 -0.92 -1.06 -1.03
H2 -2.38 -0.53 -1.85
H3 -1.79 0.25 -0.28
H4 0.20 1.17 -1.39
H5 -0.40 0.39 -2.92
H6 -1.28 1.74 -2.20
O1 0.08 -1.70 1.75
C3 0.88 -0.92 1.30
C4 1.55 0.07 2.24
H7 1.11 -1.02 0.23
H8 0.84 0.88 2.40
H9 2.49 0.39 1.78
H10 1.81 -0.34 3.21

Summary:
total charge: 0
orbital gap: 10.898 eV
E_HOMO: -9.89 eV
structure (SMILES): CC=O.CC
spin multiplicity: 1

two:
C4H10O | ωB97M-V with the def2-TZVPD basis set

Atoms and positions in Å:
C1 -0.14 -0.26 1.97
C2 0.18 0.11 -0.29
C3 1.02 1.14 -1.07
C4 -0.98 -0.68 -1.02
H1 0.97 -0.57 2.07
H2 -0.67 -1.18 1.71
H3 -0.51 0.17 2.96
H4 0.68 -0.80 -0.02
H5 1.99 0.68 -1.27
H6 1.04 1.96 -0.35
H7 0.63 1.46 -2.11
H8 -1.78 -0.99 -0.30
H9 -1.37 -0.06 -1.83
H10 -0.71 -1.68 -1.31
O1 -0.34 0.69 0.87

Summary:
total charge: 0
orbital gap: 10.650 eV
E_HOMO: -9.54 eV
structure (SMILES): COC(C)C
spin multiplicity: 1

three:
C4H10O | ωB97M-V with the def2-TZVPD basis set

Atoms and positions in Å:
C1 1.38 -1.10 0.40
C2 0.85 -0.21 -0.73
C3 -0.49 0.44 -0.44
C4 -0.48 1.49 0.66
O1 -1.36 -0.58 -0.03
H1 0.63 -1.28 1.11
H2 2.55 -0.71 0.64
H3 1.54 -2.09 -0.08
H4 1.44 0.74 -1.15
H5 0.57 -0.80 -1.71
H6 -1.12 0.70 -1.37
H7 -1.45 1.93 0.58
H8 -0.14 1.11 1.67
H9 0.22 2.40 0.45
H10 -0.91 -1.02 0.76

Summary:
total charge: 0
orbital gap: 10.962 eV
E_HOMO: -9.99 eV
structure (SMILES): CC[C@H](C)O
spin multiplicity: 1

How far above the most stable structure does each one sit? In eV: one 0.000; two 0.732; three 1.137.

one:
C7H19NO | ωB97M-V with the def2-TZVPD basis set

Atoms and positions in Å:
C1 0.90 -0.13 1.05
N1 0.59 0.56 -0.28
C2 -0.47 1.63 -0.18
C3 -0.24 2.80 0.77
C4 -0.95 1.99 -1.61
C5 -0.39 -0.49 1.76
C6 -0.11 -2.99 1.10
C7 -1.06 -1.86 1.23
H1 1.55 -1.10 0.81
H2 1.60 0.50 1.57
H3 1.53 0.78 -0.76
H4 -1.41 1.02 0.19
H5 -0.37 2.31 1.81
H6 -0.98 3.43 0.59
H7 0.61 3.35 0.53
H8 -0.16 1.80 -2.17
H9 -1.08 3.03 -1.92
H10 -1.69 1.30 -2.05
H11 -0.03 -0.60 2.70
H12 -1.09 0.33 1.86
H13 0.87 -2.67 0.76
H14 -0.49 -3.67 0.39
H15 0.14 -3.49 2.08
H16 -2.09 -2.07 1.80
H17 -1.20 -1.51 0.19
H18 1.46 -0.87 -2.24
H19 0.75 -1.83 -3.32
O1 1.48 -1.20 -3.20

Summary:
total charge: 0
orbital gap: 9.612 eV
E_HOMO: -8.72 eV
structure (SMILES): CCCCNC(C)C.O
spin multiplicity: 1

two:
C7H19NO | ωB97M-V with the def2-TZVPD basis set

Atoms and positions in Å:
C1 0.07 -0.64 -1.86
C2 0.92 1.05 0.17
C3 0.75 -1.92 -1.46
C4 2.40 0.72 -0.03
C5 0.52 2.31 -0.59
O1 -1.15 -0.53 -1.93
H1 -1.70 -1.11 -0.08
H2 0.73 0.09 -2.36
H3 0.82 1.28 1.24
H4 1.65 -1.73 -0.88
H5 1.04 -2.46 -2.37
H6 0.09 -2.55 -0.87
H7 2.64 0.54 -1.08
H8 3.03 1.56 0.28
H9 -0.54 2.52 -0.47
H10 1.07 3.19 -0.23
H11 2.70 -0.15 0.56
H12 0.74 2.22 -1.65
C6 -2.38 0.43 1.03
C7 -1.08 -1.46 1.85
N1 -1.36 -0.57 0.73
H13 -0.07 0.23 0.31
H14 -2.61 0.95 0.10
H15 -0.40 -2.25 1.53
H16 -1.97 1.14 1.75
H17 -3.30 -0.01 1.43
H18 -1.98 -1.95 2.25
H19 -0.62 -0.88 2.64

Summary:
total charge: 0
orbital gap: 8.934 eV
E_HOMO: -8.00 eV
structure (SMILES): CC=O.CCC.CNC
spin multiplicity: 1

How far above the most stable structure does each one sit? In eV: one 0.732; two 0.000.

one:
C5H8FNS | ωB97M-V with the def2-TZVPD basis set

Atoms and positions in Å:
C1 -1.07 1.60 -0.16
C2 0.04 0.86 -0.01
C3 -1.58 -0.90 0.44
C4 1.39 1.28 -0.50
C5 0.78 -1.45 0.41
N1 -0.28 -0.44 0.40
F1 -1.91 -1.67 -0.72
S1 -2.55 0.77 0.32
H1 -1.34 2.54 -0.65
H2 -2.01 -1.41 1.24
H3 1.95 1.49 0.41
H4 1.47 2.18 -1.11
H5 1.93 0.42 -0.89
H6 1.08 -1.59 -0.68
H7 1.80 -1.31 0.85
H8 0.30 -2.36 0.64

Summary:
total charge: 0
orbital gap: 8.464 eV
E_HOMO: -7.61 eV
structure (SMILES): CC1=CS[C@@H](F)N1C
spin multiplicity: 1

two:
C5H8FNS | ωB97M-V with the def2-TZVPD basis set

Atoms and positions in Å:
C1 0.20 -0.94 1.53
C2 -0.55 1.18 0.59
C3 0.60 -0.33 -0.86
C4 1.46 0.43 -1.53
C5 -0.04 -1.55 -1.45
H1 0.80 -1.79 1.17
H2 0.69 -0.46 2.37
H3 -0.78 -1.28 1.87
H4 -0.62 1.82 -0.30
H5 1.83 1.33 -1.09
H6 1.77 0.15 -2.53
H7 0.09 -2.42 -0.80
H8 -1.09 -1.35 -1.61
N1 0.06 0.00 0.42
F1 0.58 -1.83 -2.67
S1 -1.14 1.73 2.02

Summary:
total charge: 0
orbital gap: 9.098 eV
E_HOMO: -8.47 eV
structure (SMILES): C=C(CF)N(C)C=S
spin multiplicity: 1

How far above the most stable structure does each one sit? In eV: one 0.432; two 0.000.

one:
C4H12S | ωB97M-V with the def2-TZVPD basis set

Atoms and positions in Å:
C1 3.76 0.84 0.15
S1 2.85 -0.41 -0.82
H1 3.13 1.21 0.95
H2 4.03 1.68 -0.49
H3 4.69 0.39 0.51
H4 1.79 -0.49 0.02
C2 -1.79 -1.58 0.15
C3 -1.27 -0.20 -0.25
C4 -2.30 0.88 -0.06
H5 -2.68 -1.81 -0.44
H6 -1.05 -2.37 0.07
H7 -2.12 -1.55 1.20
H8 -0.38 0.05 0.31
H9 -0.92 -0.20 -1.28
H10 -1.91 1.86 -0.34
H11 -2.64 0.97 0.97
H12 -3.20 0.74 -0.65

Summary:
total charge: -1
orbital gap (spin up / spin down): 2.350 / 8.199 eV
E_HOMO (spin up / spin down): 1.19 / -4.71 eV
<S²>: 0.750
spin multiplicity: 2

two:
C4H12S | ωB97M-V with the def2-TZVPD basis set

Atoms and positions in Å:
C1 1.84 1.07 -1.97
C2 1.94 -0.45 -1.81
H1 2.80 1.43 -1.61
H2 1.79 1.38 -3.00
H3 0.97 1.44 -1.43
H4 1.35 -1.11 -2.45
H5 1.97 -0.83 -0.79
H6 2.91 -0.75 -2.24
C3 -1.61 0.00 2.30
C4 -2.10 0.23 0.88
S1 -1.52 -1.73 2.82
H7 -0.63 0.46 2.45
H8 -2.20 0.48 3.08
H9 -3.06 -0.29 0.76
H10 -0.60 -2.43 2.14
H11 -1.40 -0.16 0.16
H12 -2.45 1.25 0.71

Summary:
total charge: -1
orbital gap (spin up / spin down): 2.204 / 8.683 eV
E_HOMO (spin up / spin down): 1.13 / -5.25 eV
<S²>: 0.751
spin multiplicity: 2

How far above the most stable structure does each one sit? In eV: one 0.000; two 0.379.

one:
C2H5NO3S | ωB97M-V with the def2-TZVPD basis set

Atoms and positions in Å:
C1 0.86 0.37 0.67
C2 1.04 0.42 -0.83
N1 -1.85 -0.08 0.80
O1 -2.77 -0.83 0.84
O2 -1.88 1.10 0.60
O3 -0.71 -0.74 1.01
S1 1.27 -1.28 -1.53
H1 0.42 1.22 1.00
H2 1.44 -0.29 1.15
H3 1.99 0.88 -0.72
H4 0.23 0.90 -1.30
H5 -0.04 -1.68 -1.69

Summary:
total charge: 0
orbital gap: 9.590 eV
E_HOMO: -9.87 eV
spin multiplicity: 1

two:
C2H5NO3S | ωB97M-V with the def2-TZVPD basis set

Atoms and positions in Å:
C1 1.07 1.89 -0.67
C2 -0.42 -1.15 0.01
N1 0.58 -1.50 0.92
O1 -1.70 -1.61 0.14
O2 -2.22 0.91 -0.63
O3 1.84 1.37 0.09
S1 -1.85 -0.03 0.43
H1 0.04 2.14 -0.33
H2 1.26 1.92 -1.75
H3 -0.04 -0.90 -0.97
H4 1.22 -0.78 1.20
H5 0.23 -2.25 1.56

Summary:
total charge: 0
orbital gap: 9.330 eV
E_HOMO: -8.80 eV
spin multiplicity: 1

three:
C2H5NO3S | ωB97M-V with the def2-TZVPD basis set

Atoms and positions in Å:
C1 0.47 1.25 -1.05
C2 -0.51 -0.44 0.63
N1 -0.27 0.94 0.21
O1 -2.76 2.33 0.39
O2 -3.12 0.22 -0.88
O3 0.29 2.32 -1.66
S1 -2.41 1.49 -0.77
H1 -1.23 1.32 0.57
H2 1.37 0.57 -1.12
H3 -1.50 -0.71 0.43
H4 0.26 -1.19 0.20
H5 -0.52 -0.45 1.84

Summary:
total charge: 0
orbital gap: 9.511 eV
E_HOMO: -10.46 eV
spin multiplicity: 1

How far above the most stable structure does each one sit? In eV: one 3.476; two 0.270; three 0.000.

one:
C2H5NO3S | ωB97M-V with the def2-TZVPD basis set

Atoms and positions in Å:
C1 -1.16 0.40 -0.45
C2 -0.29 -0.50 0.41
N1 -0.50 1.32 -1.15
O1 -2.36 0.21 -0.41
O2 1.27 -0.89 -0.63
O3 -0.86 -1.63 0.77
S1 0.65 0.38 1.66
H1 0.51 1.25 -1.19
H2 -1.00 1.93 -1.77
H3 1.06 -1.70 -1.10
H4 -1.77 -1.64 0.41
H5 1.62 -0.53 1.72

Summary:
total charge: 0
orbital gap: 10.122 eV
E_HOMO: -9.79 eV
spin multiplicity: 1

two:
C2H5NO3S | ωB97M-V with the def2-TZVPD basis set

Atoms and positions in Å:
C1 0.30 -0.13 -0.76
C2 -0.43 -0.95 0.30
N1 -1.49 1.27 -0.41
O1 -2.97 -0.81 -0.44
O2 -0.64 0.80 -1.33
O3 -0.64 2.04 0.65
S1 -2.10 -0.14 0.49
H1 1.12 0.44 -0.31
H2 0.67 -0.72 -1.59
H3 -0.60 -1.98 0.00
H4 0.06 -0.90 1.27
H5 -1.01 2.93 0.59

Summary:
total charge: 0
orbital gap: 10.491 eV
E_HOMO: -9.83 eV
spin multiplicity: 1

How far above the most stable structure does each one sit? In eV: one 0.000; two 3.076.

one:
C2H5NO3S | ωB97M-V with the def2-TZVPD basis set

Atoms and positions in Å:
C1 1.39 0.13 1.63
C2 -0.03 0.24 -1.32
N1 1.66 -1.07 1.38
O1 -2.03 0.92 0.25
O2 -1.27 -1.39 0.52
O3 0.16 0.63 1.32
S1 -0.95 0.00 0.29
H1 2.08 0.78 2.20
H2 0.95 -0.06 -1.16
H3 -0.37 -0.27 -2.19
H4 -0.02 1.28 -1.40
H5 2.43 -1.50 1.72

Summary:
total charge: 0
orbital gap: 11.497 eV
E_HOMO: -10.81 eV
structure (SMILES): [H]/N=C/OS(C)(=O)=O
spin multiplicity: 1

two:
C2H5NO3S | ωB97M-V with the def2-TZVPD basis set

Atoms and positions in Å:
C1 -2.75 -0.59 -0.22
C2 -1.38 -0.22 -0.58
N1 -1.48 -0.59 0.60
O1 1.71 -0.13 -1.30
O2 1.10 1.08 0.69
O3 3.46 0.32 0.61
S1 1.95 -0.19 0.14
H1 -3.47 0.13 0.18
H2 -3.13 -1.65 -0.33
H3 -0.64 0.16 -1.23
H4 4.16 0.63 0.06
H5 0.46 1.05 1.38

Summary:
total charge: 0
orbital gap: 11.065 eV
E_HOMO: -10.37 eV
spin multiplicity: 1

How far above the most stable structure does each one sit? In eV: one 0.000; two 1.513.

one:
C3H6O | ωB97M-V with the def2-TZVPD basis set

Atoms and positions in Å:
C1 -1.23 0.28 0.10
C2 0.07 -0.45 -0.12
C3 1.40 0.16 -0.08
O1 0.94 -0.68 0.97
H1 -2.02 -0.44 0.35
H2 -1.51 0.75 -0.84
H3 -1.18 1.02 0.90
H4 -0.04 -1.30 -0.80
H5 2.18 -0.28 -0.71
H6 1.55 1.21 0.17

Summary:
total charge: 0
orbital gap: 11.431 eV
E_HOMO: -10.23 eV
structure (SMILES): C[C@H]1CO1
spin multiplicity: 1

two:
C3H6O | ωB97M-V with the def2-TZVPD basis set

Atoms and positions in Å:
C1 0.40 2.69 1.39
C2 0.76 2.69 0.10
H1 0.74 3.47 2.06
H2 -0.17 1.88 1.81
H3 1.73 3.08 -0.15
H4 0.07 2.18 -0.55
O1 -0.02 -3.05 -0.69
C3 -1.06 -2.47 -0.79
H5 -2.07 -2.74 -0.43
H6 -1.05 -1.51 -1.34

Summary:
total charge: 0
orbital gap: 10.339 eV
E_HOMO: -9.57 eV
structure (SMILES): C=C.C=O
spin multiplicity: 1

three:
C3H6O | ωB97M-V with the def2-TZVPD basis set

Atoms and positions in Å:
C1 1.05 0.65 -0.22
C2 -0.13 -0.23 -0.51
C3 -1.09 -0.56 0.55
O1 -1.39 0.42 -0.43
H1 1.17 1.54 -0.86
H2 1.98 0.09 -0.28
H3 0.93 1.03 0.80
H4 -0.06 -1.18 -1.02
H5 -1.72 -1.44 0.42
H6 -0.75 -0.32 1.55

Summary:
total charge: 0
orbital gap: 11.410 eV
E_HOMO: -10.20 eV
structure (SMILES): C[C@H]1CO1
spin multiplicity: 1

How far above the most stable structure does each one sit? In eV: one 0.000; two 1.293; three 0.521.